Formula: C32H30ClFFeIN5O7P
Source: the OMol25 dataset
Level of theory: the ωB97M-V functional and the def2-TZVPD basis

The geometry in XYZ format:
```
79
Properties=species:S:1:pos:R:3:forces:R:3
Fe -0.7025 -0.1263 1.2622 0.054 0.237 0.535
N -1.4510 -1.0563 3.2037 -0.058 -0.183 -0.123
C -2.4560 -0.3816 4.0286 0.116 -0.046 -0.024
C -1.9027 0.9011 4.6247 -0.017 -0.018 0.009
C -1.7355 2.0207 3.6144 0.082 -0.021 -0.054
N -0.6470 1.7496 2.6784 0.116 0.099 -0.291
H -1.8463 -1.8873 2.7763 -0.012 -0.006 0.061
H -0.6415 -1.3328 3.7500 0.056 0.057 -0.024
H -2.8173 -1.0231 4.8384 -0.029 -0.089 0.016
H -3.3097 -0.1549 3.3848 0.000 -0.014 0.008
H -0.9328 0.6911 5.0938 -0.061 0.019 0.064
H -2.5789 1.2378 5.4144 0.016 0.009 0.032
H -1.5935 2.9663 4.1470 0.012 0.097 -0.005
H -2.6537 2.1168 3.0287 0.012 0.030 0.008
H 0.2569 1.7838 3.1381 -0.035 -0.082 0.047
H -0.6628 2.4546 1.9395 0.040 0.089 0.063
Cl 5.9737 2.0102 -0.1486 -0.038 -0.012 0.004
C 4.5537 1.2829 0.5709 0.091 -0.026 0.057
C 4.6868 0.5330 1.7055 -0.061 -0.020 -0.024
C 3.5652 -0.0573 2.3047 -0.168 -0.104 0.045
I 3.7864 -1.1773 4.0567 0.023 0.058 -0.078
C 2.2663 0.0643 1.7866 0.259 -0.067 0.082
O 1.2198 -0.4565 2.2829 -0.172 0.009 0.248
C 2.1663 0.8697 0.5882 0.089 0.136 -0.093
N 0.9124 1.0121 0.1004 -0.282 -0.032 -0.012
C 0.7080 1.7591 -0.9553 0.052 0.003 -0.036
C 1.7597 2.4103 -1.6263 -0.032 -0.008 -0.003
C 3.0351 2.2689 -1.1639 0.030 0.012 0.002
C 3.2823 1.4836 -0.0149 -0.076 0.055 -0.073
H 5.6673 0.3963 2.1422 -0.022 -0.002 0.009
H -0.3192 1.8538 -1.2859 0.079 -0.047 -0.024
H 1.5440 3.0040 -2.5049 0.002 0.006 0.024
H 3.8641 2.7523 -1.6625 0.012 0.007 0.000
O -3.4797 -3.2929 0.3857 0.041 0.027 0.033
C -2.3774 -2.7701 0.2874 0.007 0.202 0.085
O -2.0945 -1.5388 0.5506 -0.157 -0.129 -0.273
C -1.1821 -3.6212 -0.1811 0.022 0.221 0.064
P 0.3290 -2.6828 0.2546 0.446 -0.062 -0.411
C 1.6649 -3.9487 0.1674 -0.016 0.027 0.038
C 1.8145 -4.8384 -0.8979 0.048 -0.054 0.032
C 2.8463 -5.7644 -0.9012 0.011 0.012 0.017
C 3.7552 -5.8030 0.1537 -0.045 0.028 -0.014
C 3.6283 -4.9115 1.2078 -0.033 0.029 -0.018
C 2.5822 -3.9923 1.2153 -0.025 0.017 -0.024
C 0.6787 -1.8131 -1.3410 -0.052 -0.020 -0.004
C 1.9963 -1.5433 -1.7238 -0.065 0.024 0.012
C 2.2687 -0.8451 -2.8913 -0.028 -0.031 0.039
C 1.2287 -0.4053 -3.7021 0.018 -0.019 0.004
C -0.0826 -0.6444 -3.3210 -0.002 -0.033 0.059
C -0.3581 -1.3311 -2.1427 0.047 -0.052 0.013
H -1.2687 -3.7977 -1.2541 -0.034 -0.054 -0.026
H -1.1884 -4.5850 0.3250 -0.047 -0.039 0.026
H 1.1267 -4.7955 -1.7357 0.001 -0.004 0.029
H 2.9522 -6.4527 -1.7319 -0.007 0.012 0.023
H 4.5624 -6.5264 0.1467 -0.011 0.027 -0.009
H 4.3438 -4.9208 2.0223 -0.042 -0.004 -0.018
H 2.4773 -3.2872 2.0349 0.020 -0.043 -0.027
H 2.8172 -1.8774 -1.0971 -0.008 -0.011 -0.034
H 3.2971 -0.6402 -3.1663 -0.019 -0.012 0.010
H 1.4415 0.1292 -4.6204 0.000 0.008 0.022
H -0.8999 -0.2895 -3.9381 -0.008 -0.006 0.028
H -1.3872 -1.4724 -1.8329 0.023 0.021 -0.059
F -1.7719 6.0531 -3.2702 0.046 0.026 -0.037
C -2.5280 4.9516 -3.1477 0.010 0.018 -0.049
C -2.7683 4.4166 -1.9493 -0.080 -0.088 0.142
N -3.5578 3.2996 -1.7791 0.054 0.031 -0.054
C -3.7448 2.7548 -0.4239 -0.008 0.073 -0.060
C -2.3783 2.4493 0.2000 0.299 -0.081 0.015
O -1.7167 3.4382 0.5844 -0.038 -0.263 0.031
O -2.0451 1.2356 0.2243 -0.248 0.081 0.041
C -4.1569 2.6741 -2.8583 -0.010 0.056 0.156
O -4.9082 1.7280 -2.7729 0.075 0.039 -0.029
N -3.8316 3.2385 -4.0841 0.051 0.060 0.002
C -3.0548 4.3622 -4.3613 -0.078 -0.129 -0.056
O -2.8771 4.7477 -5.4970 -0.002 0.016 0.006
H -2.3280 4.8173 -1.0452 -0.041 -0.031 0.028
H -4.3398 1.8547 -0.5032 -0.058 -0.038 -0.107
H -4.2481 3.4996 0.1936 -0.082 0.014 -0.050
H -4.2348 2.7721 -4.8818 -0.046 -0.010 -0.042
```
Forces are in eV/Å.

The expectation value of S² is 6.01. Its gap between HOMO and LUMO (alpha / beta) is 0.2607 / 0.2588 hartree. Its electronic energy is -122478.299 eV. As for the spin multiplicity: 5. For the energy above the lowest of the compared OMol25 structures with the same formula, charge and spin, the calculation gives 39.94 kJ/mol. For the HOMO energy (alpha / beta), the calculation gives -5.02 / -4.97 eV. The net charge is -1.